# 1
# C30H84N11O4P4

A cluster of 4 separate species, C30H84N11O4P4 in total at a distorted geometry (ωB97M-V/def2-TZVPD, the OMol25 dataset).

E_tot = -94204.580 eV
E_LUMO = -2.07 eV
net charge = +1
strongest force on any atom = 0.108 hartree/bohr
ΔE to the lowest compared entry with this formula, charge and spin = 0.000 eV

Geometry as XYZ:
```
133
C30H84N11O4P4, DFT ωB97M-V/def2-TZVPD
C -5.549 0.996 -1.774
C -4.144 1.093 -2.382
C -3.921 -0.064 -3.386
C -3.440 -1.353 -2.701
C -2.109 -1.869 -3.284
C -1.237 -2.668 -2.324
N -0.283 -1.881 -1.474
C 0.643 -2.899 -0.860
C 0.589 -0.937 -2.275
C 0.097 0.507 -2.322
C 0.724 1.350 -3.476
C 1.967 0.717 -4.106
C 1.117 2.703 -2.892
P -1.165 -0.990 -0.007
N -1.574 -2.210 1.058
O 0.094 -0.331 0.777
H -5.726 1.809 -1.073
H -5.622 0.029 -1.274
H -6.266 1.040 -2.592
H -3.381 0.997 -1.604
H -4.033 2.038 -2.913
H -3.226 0.284 -4.154
H -4.873 -0.230 -3.890
H -4.182 -2.126 -2.910
H -3.414 -1.250 -1.616
H -1.577 -1.041 -3.751
H -2.358 -2.552 -4.097
H -1.897 -3.204 -1.638
H -0.670 -3.435 -2.850
H 1.304 -2.439 -0.132
H 0.056 -3.703 -0.429
H 1.240 -3.306 -1.675
H 1.600 -0.993 -1.875
H 0.619 -1.351 -3.281
H -0.986 0.506 -2.455
H 0.289 1.044 -1.393
H -0.041 1.525 -4.232
H 2.439 1.408 -4.799
H 1.693 -0.177 -4.672
H 2.681 0.387 -3.350
H 2.012 2.606 -2.272
H 1.337 3.443 -3.662
H 0.338 3.144 -2.267
H -2.233 -2.879 0.671
H -0.785 -2.706 1.468
H 0.942 -0.397 0.312
O 0.574 -6.530 1.380
P 1.751 -7.016 2.162
N 2.266 -5.587 2.950
C 3.594 -5.382 3.504
C 1.260 -4.956 3.802
N 2.791 -7.419 0.835
C 4.014 -6.681 0.581
C 2.103 -7.713 -0.416
N 2.516 -8.152 3.199
C 2.973 -9.436 2.627
C 1.631 -8.489 4.347
H 3.793 -5.988 4.397
H 3.690 -4.333 3.792
H 4.377 -5.571 2.780
H 1.224 -5.393 4.808
H 0.271 -5.047 3.354
H 1.477 -3.890 3.912
H 3.844 -5.604 0.435
H 4.494 -7.075 -0.316
H 4.738 -6.826 1.383
H 1.811 -6.806 -0.962
H 1.207 -8.302 -0.244
H 2.765 -8.302 -1.054
H 2.196 -9.958 2.064
H 3.290 -10.077 3.450
H 3.834 -9.291 1.984
H 0.748 -9.052 4.034
H 1.293 -7.581 4.850
H 2.179 -9.081 5.078
O 4.944 0.778 -0.869
P 5.880 1.730 -0.214
N 4.956 3.135 0.030
C 5.492 4.440 0.377
C 3.683 2.897 0.694
N 7.062 1.993 -1.429
C 7.293 3.312 -1.994
C 7.102 0.973 -2.473
N 6.975 1.883 1.088
C 8.336 1.337 0.921
C 6.407 1.280 2.319
H 5.889 4.489 1.399
H 4.687 5.175 0.301
H 6.264 4.766 -0.308
H 3.759 2.864 1.789
H 3.268 1.950 0.350
H 2.970 3.682 0.432
H 6.392 3.752 -2.441
H 8.058 3.243 -2.768
H 7.698 3.996 -1.248
H 6.329 1.120 -3.237
H 6.975 -0.022 -2.054
H 8.080 1.002 -2.958
H 8.344 0.297 0.583
H 8.842 1.389 1.885
H 8.912 1.936 0.225
H 6.320 0.191 2.243
H 5.414 1.686 2.522
H 7.035 1.518 3.175
O -7.067 3.758 -0.289
P -6.938 4.817 0.738
N -8.456 4.891 1.490
C -8.903 5.969 2.355
C -8.965 3.609 1.975
N -6.700 6.229 -0.218
C -7.629 7.347 -0.188
C -6.264 5.966 -1.585
N -5.946 5.346 2.027
C -4.719 6.094 1.698
C -5.551 4.198 2.879
H -8.385 5.992 3.323
H -9.967 5.832 2.554
H -8.807 6.942 1.892
H -8.581 3.357 2.973
H -8.697 2.809 1.289
H -10.054 3.639 2.034
H -8.654 7.059 -0.449
H -7.297 8.108 -0.897
H -7.625 7.838 0.785
H -7.092 5.693 -2.249
H -5.532 5.161 -1.615
H -5.781 6.862 -1.983
H -4.090 5.586 0.962
H -4.142 6.220 2.615
H -4.956 7.086 1.330
H -4.876 3.511 2.358
H -6.430 3.635 3.193
H -5.055 4.556 3.780
```

# 2
# C30H84N16O14

A cluster of 10 separate species, C30H84N16O14 in total at a distorted geometry (ωB97M-V/def2-TZVPD, the OMol25 dataset).

E_tot = -84978.764 eV
E_LUMO = 0.40 eV
net charge = 0
strongest force on any atom = 0.127 hartree/bohr
ΔE to the lowest compared entry with this formula, charge and spin = 0.000 eV

Geometry as XYZ:
```
144
C30H84N16O14, DFT ωB97M-V/def2-TZVPD
C -1.412 0.620 -4.691
O -1.935 0.636 -3.364
C -2.834 -0.439 -3.213
C -2.252 -1.503 -2.317
N -3.053 -2.703 -2.270
C -3.271 -3.421 -3.533
C -3.713 -4.847 -3.133
O -2.673 -5.450 -2.353
C -2.704 -6.797 -2.078
H -0.790 1.531 -4.822
H -2.183 0.660 -5.463
H -0.856 -0.298 -4.912
H -3.083 -0.766 -4.215
H -3.658 -0.039 -2.628
H -2.270 -0.996 -1.332
H -1.206 -1.711 -2.492
H -2.735 -3.249 -1.468
H -2.333 -3.464 -4.188
H -4.068 -2.951 -4.033
H -3.907 -5.507 -3.916
H -4.588 -4.711 -2.551
H -1.783 -6.953 -1.543
H -2.673 -7.402 -2.968
H -3.535 -7.212 -1.486
C 1.850 8.705 -2.488
O 2.174 7.839 -1.469
C 3.441 7.222 -1.737
C 3.820 6.251 -0.595
N 2.720 5.414 -0.186
C 3.039 4.334 0.713
C 1.707 3.632 1.083
O 2.027 2.707 2.094
C 1.834 3.083 3.462
H 0.935 9.128 -2.232
H 1.738 8.290 -3.500
H 2.706 9.486 -2.623
H 4.104 8.090 -1.718
H 3.442 6.815 -2.773
H 4.182 6.848 0.219
H 4.704 5.642 -0.985
H 1.982 5.984 0.056
H 3.447 4.734 1.617
H 3.671 3.603 0.312
H 1.228 3.121 0.240
H 0.947 4.302 1.430
H 2.177 2.304 4.177
H 0.780 3.201 3.621
H 2.373 4.075 3.672
C 3.777 0.926 -0.534
O 3.314 0.333 -1.719
C 2.862 -1.014 -1.632
C 2.616 -1.485 -3.050
N 3.763 -1.317 -3.926
C 3.323 -1.430 -5.330
C 4.390 -0.789 -6.269
O 4.729 0.496 -5.869
C 5.529 1.165 -6.761
H 4.329 1.832 -0.719
H 4.448 0.174 -0.039
H 2.976 1.123 0.190
H 1.903 -1.127 -1.040
H 3.519 -1.698 -1.153
H 1.748 -0.941 -3.402
H 2.258 -2.527 -2.934
H 4.059 -0.332 -3.794
H 2.427 -0.836 -5.510
H 3.152 -2.450 -5.642
H 3.906 -0.741 -7.263
H 5.214 -1.535 -6.332
H 4.921 1.703 -7.515
H 6.216 0.507 -7.305
H 6.041 1.944 -6.190
C 1.004 0.842 7.421
O 0.524 -0.276 6.770
C -0.089 0.023 5.559
C -0.672 -1.219 4.933
N 0.170 -1.953 3.999
C 1.262 -2.680 4.670
C 2.169 -3.233 3.612
O 2.805 -2.154 2.913
C 3.922 -2.578 2.180
H 1.547 0.461 8.287
H 0.143 1.493 7.853
H 1.563 1.504 6.760
H 0.565 0.579 4.833
H -0.975 0.703 5.745
H -1.528 -0.947 4.335
H -1.043 -1.869 5.679
H 0.545 -1.312 3.300
H 0.772 -3.493 5.177
H 1.742 -2.038 5.500
H 1.627 -3.909 2.865
H 2.923 -3.809 4.109
H 3.936 -2.101 1.192
H 4.046 -3.663 2.128
H 4.872 -2.206 2.742
N -1.760 3.796 3.092
C -2.147 3.171 4.243
N -2.531 1.870 3.948
O -2.168 3.685 5.315
H -1.717 3.292 2.208
H -1.285 4.731 3.193
H -3.051 1.301 4.622
H -2.315 1.491 3.046
N -2.058 -4.404 4.042
C -3.051 -4.897 3.165
N -4.079 -4.045 2.853
O -2.910 -6.038 2.815
H -1.638 -3.443 4.029
H -1.293 -5.041 3.982
H -4.086 -3.156 3.055
H -4.744 -4.388 2.188
N -0.274 -4.490 -1.506
C -0.451 -4.135 -0.206
N -1.515 -4.611 0.501
O 0.388 -3.487 0.416
H -1.111 -4.639 -1.983
H 0.512 -4.018 -2.032
H -2.139 -5.345 0.211
H -1.414 -4.519 1.500
N -5.667 0.082 -0.547
C -5.045 -0.102 0.654
N -4.894 0.992 1.406
O -4.747 -1.194 1.077
H -5.784 1.095 -0.716
H -6.057 -0.719 -1.043
H -4.965 1.931 1.055
H -4.501 0.856 2.292
N -3.922 3.227 -2.856
C -4.032 2.906 -1.530
N -2.882 2.340 -1.037
O -5.098 3.025 -0.962
H -3.050 3.126 -3.439
H -4.678 3.764 -3.288
H -2.872 2.028 -0.094
H -2.178 1.910 -1.574
N -1.436 -1.181 1.412
C -0.688 -0.070 1.502
N 0.677 -0.169 1.431
O -1.292 1.007 1.504
H -0.903 -2.004 1.266
H -2.400 -1.115 1.602
H 1.269 0.663 1.479
H 1.215 -1.061 1.465
```

# 3
# C30H84N2O22

A cluster of 11 separate species, C30H84N2O22 in total at a distorted geometry (ωB97M-V/def2-TZVPD, the OMol25 dataset).

E_tot = -80483.001 eV
E_LUMO = 0.21 eV
net charge = 0
strongest force on any atom = 0.068 hartree/bohr
ΔE to the lowest compared entry with this formula, charge and spin = 7.120 eV

Geometry as XYZ:
```
138
C30H84N2O22, DFT ωB97M-V/def2-TZVPD
C -2.182 9.402 5.766
O -2.087 8.003 5.484
C -3.202 7.574 4.653
C -3.057 6.076 4.424
N -3.078 5.425 5.733
C -3.093 3.906 5.702
C -4.304 3.257 5.092
O -4.079 1.862 5.098
C -5.131 1.041 4.514
H -2.862 9.674 6.573
H -2.202 10.001 4.856
H -1.265 9.611 6.318
H -3.189 8.092 3.695
H -4.181 7.751 5.100
H -2.122 5.930 3.883
H -3.808 5.684 3.739
H -2.397 5.792 6.382
H -2.798 3.571 6.697
H -2.297 3.579 5.033
H -4.315 3.487 4.026
H -5.192 3.598 5.625
H -4.939 0.040 4.899
H -5.079 0.975 3.427
H -6.090 1.440 4.845
C -1.581 9.268 -4.913
O -2.624 8.412 -4.335
C -3.140 8.672 -3.058
C -4.297 7.766 -2.815
N -3.916 6.398 -2.618
C -5.104 5.574 -2.914
C -4.858 4.078 -2.684
O -6.106 3.483 -2.876
C -6.038 2.326 -3.620
H -2.013 10.192 -5.296
H -1.210 8.703 -5.768
H -0.747 9.412 -4.226
H -3.440 9.645 -2.671
H -2.269 8.496 -2.426
H -5.098 7.957 -3.530
H -4.674 8.012 -1.822
H -3.168 6.164 -3.255
H -5.393 5.600 -3.965
H -5.965 5.929 -2.348
H -4.540 3.921 -1.653
H -4.000 3.662 -3.211
H -5.420 1.540 -3.185
H -5.466 2.567 -4.517
H -6.941 1.817 -3.956
O 6.389 -7.951 -7.366
C 5.207 -7.546 -6.684
C 5.375 -8.090 -5.278
O 5.440 -9.546 -5.364
H 6.406 -8.882 -7.136
H 5.036 -6.470 -6.707
H 4.328 -7.968 -7.172
H 4.524 -7.979 -4.607
H 6.240 -7.559 -4.880
H 4.769 -9.944 -4.805
O -3.712 -7.860 0.459
C -4.840 -7.570 -0.424
C -6.050 -8.330 -0.044
O -5.988 -9.753 -0.181
H -3.567 -7.080 1.000
H -4.976 -6.505 -0.238
H -4.555 -7.654 -1.473
H -6.971 -7.983 -0.513
H -6.376 -8.076 0.965
H -5.169 -10.181 -0.441
O -0.789 -1.498 13.386
C -0.360 -2.762 12.913
C 0.637 -2.623 11.703
O 1.651 -1.626 12.149
H -0.662 -1.669 14.322
H 0.137 -3.289 13.728
H -1.220 -3.427 12.837
H 0.111 -2.593 10.749
H 1.311 -3.478 11.749
H 1.706 -1.764 13.098
O -3.139 -0.937 -9.573
C -3.223 -2.293 -9.894
C -2.021 -3.160 -9.436
O -1.905 -3.353 -8.027
H -2.567 -0.518 -10.221
H -4.179 -2.581 -9.457
H -3.343 -2.357 -10.975
H -1.130 -2.652 -9.805
H -2.007 -4.108 -9.975
H -2.107 -2.513 -7.609
O 3.856 5.060 -8.941
C 2.586 5.321 -8.275
C 1.849 4.080 -7.704
O 0.463 4.398 -7.739
H 4.069 5.969 -9.165
H 2.566 5.957 -7.390
H 1.875 5.915 -8.849
H 2.059 3.930 -6.645
H 2.003 3.118 -8.192
H -0.156 3.664 -7.741
O 0.638 -1.783 -1.380
C 0.609 -2.796 -0.382
C 0.159 -2.082 0.943
O -0.024 -3.070 1.928
H 1.534 -1.451 -1.473
H -0.034 -3.631 -0.662
H 1.637 -3.151 -0.450
H -0.806 -1.590 0.823
H 0.838 -1.277 1.224
H -0.388 -2.563 2.658
O 7.933 0.404 5.689
C 6.863 -0.406 6.281
C 5.773 0.606 6.698
O 5.963 1.571 7.755
H 8.208 1.050 6.343
H 6.439 -1.112 5.568
H 7.274 -0.982 7.111
H 4.948 0.085 7.184
H 5.328 1.193 5.895
H 5.441 1.375 8.537
O 4.283 -12.138 2.631
C 3.985 -10.813 2.841
C 2.485 -10.528 2.692
O 2.108 -10.463 1.298
H 4.554 -12.237 1.716
H 4.383 -10.635 3.840
H 4.409 -10.153 2.084
H 2.287 -9.690 3.360
H 1.805 -11.270 3.111
H 1.210 -10.135 1.205
O 6.499 1.571 -2.768
C 7.854 1.791 -3.318
C 8.950 1.414 -2.367
O 8.912 2.343 -1.246
H 6.354 2.215 -2.071
H 7.941 1.087 -4.146
H 8.001 2.798 -3.710
H 9.895 1.467 -2.908
H 8.595 0.420 -2.094
H 8.533 1.916 -0.474
```

- The highest ΔE to the lowest compared entry with this formula, charge and spin belongs to which entry?
  C30H84N2O22